# 1
Formula: C6H11N2O
Source: OMol25
Level of theory: wB97M-V/def2-TZVPD

```
20
Properties=species:S:1:pos:R:3
O 2.61060 0.77654 0.82389
N -1.03973 0.48530 -2.12898
N -0.88825 -0.20324 0.44555
C 2.37816 -0.32051 1.50156
C 2.45023 0.51764 -0.47198
C -1.29982 1.17842 0.33043
C -1.63903 0.53458 -0.92790
C 2.00618 -0.75171 -0.63040
C 1.96182 -1.32766 0.64670
H 2.50465 1.35527 -1.12986
H 1.70016 -1.11261 -1.61273
H 1.60431 -2.30815 0.86675
H -0.09628 0.55988 -1.94539
H -2.57409 0.10259 -1.02090
H -0.39124 1.81154 0.23852
H 0.11656 -0.53354 0.16476
H -1.32877 -0.18126 -2.84208
H -2.05336 1.60551 1.03771
H 2.26001 -0.46247 2.55340
H -1.52959 -0.90684 0.81553
```

Values from the calculation:
- multiplicity = 3
- charge = +1
- frontier orbital gap (alpha / beta) (eV) = 5.78 / 8.24

***

# 2
Formula: C6H11N2O2S
Source: OMol25
Level of theory: wB97M-V/def2-TZVPD

```
22
Properties=species:S:1:pos:R:3
S -2.18786 -0.95228 0.54628
O -2.29978 -2.37522 0.39449
O -2.28232 -0.31482 1.80564
N 1.51022 -0.62069 -0.56289
N 1.00065 -0.47009 1.56341
C -3.25008 -0.02800 -0.76034
C 2.68125 -0.20844 0.10495
C -3.08472 1.44184 -0.67635
C 3.92014 0.11583 -0.62912
C 2.33471 -0.19315 1.43025
C 0.52586 -0.72481 0.33630
H -4.25033 -0.48843 -0.37919
H 0.55172 -0.54496 2.44378
H -3.95066 1.95955 -1.23665
H -2.85390 -0.37971 -1.80083
H 1.42387 -0.50353 -1.55445
H 4.23331 -0.60399 -1.33029
H 4.74538 0.48859 -0.06886
H 3.05754 -0.18376 2.29688
H 3.62989 0.96496 -1.26386
H -2.20085 1.97358 -1.08595
H -3.25402 1.64752 0.42678
```

Values from the calculation:
- charge = +1
- frontier orbital gap (eV) = 7.15

***

# 3
Formula: C6H11N2P
Source: OMol25
Level of theory: wB97M-V/def2-TZVPD

```
20
Properties=species:S:1:pos:R:3
P -1.72808 2.23857 -0.00935
N 3.08947 0.27830 -0.56278
N 1.01675 0.61596 -0.15026
C 2.75323 -0.30374 0.58520
C -1.42856 -1.88015 -0.42976
C 1.44473 -0.05335 0.91796
C 2.02451 0.88694 -0.98480
C -1.52867 -0.50402 0.32197
C -1.09585 0.58912 -0.48099
H -0.65986 2.97286 -0.37889
H -0.93973 -0.59399 1.25333
H -2.01951 -1.70418 -1.41479
H 2.05277 1.58987 -1.83912
H -1.01476 0.26027 -1.45188
H 3.29492 -1.05961 1.19502
H 0.86442 -0.15527 1.77947
H -0.37713 -2.03482 -0.50607
H -2.49340 -0.36519 0.70372
H -1.53688 2.02714 1.35522
H -1.71840 -2.80471 0.09678
```

Values from the calculation:
- charge = 0
- frontier orbital gap (eV) = 7.76

***

# 4
Formula: C6H11N2S
Source: OMol25
Level of theory: wB97M-V/def2-TZVPD

```
20
Properties=species:S:1:pos:R:3
S -0.69885 -0.35685 2.17625
N 0.67446 0.34379 -2.43003
N -0.38506 0.27685 -1.73197
C 1.81290 0.54689 2.52892
C -1.80360 0.28563 -2.25094
C -0.10223 -0.11293 -0.44075
C 1.04770 -0.49990 1.64482
C 1.12496 -0.20781 0.20876
C -1.29228 -0.40092 0.47994
H -2.21812 0.13970 0.47283
H -2.10316 -0.81131 -2.41747
H -2.58023 0.69122 -1.64156
H 1.57942 0.20857 3.58858
H 2.12942 -0.28482 -0.23029
H 2.82955 0.42106 2.28920
H -1.67609 0.66472 -3.28098
H -1.59091 -1.42367 0.27986
H 1.33718 1.48804 2.27656
H 0.51498 0.54750 -3.35637
H 1.39997 -1.51578 1.83466
```

Values from the calculation:
- structure (SMILES) = [H]/N=[N+](\C)C1=C[C@@H](C)SC1
- charge = +1
- frontier orbital gap (eV) = 5.97

***

# 5
Formula: C6H11N3
Source: OMol25
Level of theory: wB97M-V/def2-TZVPD

```
20
Properties=species:S:1:pos:R:3
N 0.01007 -2.39584 1.23675
N 0.64624 1.13966 -0.64812
N -2.01922 -0.52842 1.12679
C -0.60023 0.92884 -0.25708
C 0.12395 -1.30138 0.38757
C -1.62254 2.02140 -0.36529
C -0.85913 -0.31914 0.36072
C 2.81036 0.23792 -1.20907
C 1.70084 0.56788 -0.25394
H 2.51283 0.20856 -2.26378
H -1.23752 2.82315 -0.99291
H -2.66485 0.24373 1.16134
H -1.85563 2.45338 0.61628
H 0.77512 -1.44957 -0.45839
H 3.27139 -0.71068 -0.92605
H -2.56100 1.66700 -0.80157
H 3.59156 0.99512 -1.08810
H -2.49059 -1.40583 0.94676
H -0.34769 -2.17629 2.15760
H 0.81604 -2.99950 1.27049
```

Values from the calculation:
- charge = 0
- frontier orbital gap (alpha / beta) (eV) = 7.69 / 7.69

***

# 6
Formula: C6H11N3O
Source: OMol25
Level of theory: wB97M-V/def2-TZVPD

```
21
Properties=species:S:1:pos:R:3
O 0.78045 1.69667 -3.63221
N -0.01979 1.69637 -1.54494
N -1.55336 -0.37158 0.59212
N -0.26155 -2.04841 0.74176
C 0.73607 1.16819 -2.53609
C -0.85980 -0.31023 1.85754
C -0.90902 0.98052 2.74690
C 1.65869 -0.05103 -2.19279
C -0.06780 -1.35989 1.91455
C -1.08923 -1.45237 -0.13658
H -0.38413 1.78666 2.11281
H -1.34077 -1.69054 -1.00010
H 0.63250 -1.53955 2.69223
H -0.44129 0.87307 3.77841
H -0.31830 0.94315 -0.80521
H 2.78796 0.04532 -2.16327
H 0.31428 -2.79944 0.49986
H -0.58768 2.47878 -1.56692
H -2.00649 1.32696 2.85667
H 1.34190 -0.51999 -1.28746
H 1.58736 -0.85264 -2.92729
```

Values from the calculation:
- multiplicity = 2
- charge = +1
- frontier orbital gap (alpha / beta) (eV) = 8.21 / 3.32